<a>
ORCA calculation (the ωB97M-V functional and the def2-TZVPD basis) on the molecule C3H5NOS2.

Results
LUMO energy = 0.62 eV
orbital gap = 8.87 eV
SMILES string = SCC1=NSCO1
E_HOMO = -0.303 Ha
multiplicity = 1

```
12
Properties=species:S:1:pos:R:3:lowdin_charge:R:1
C -0.049 0.574 1.576 -0.52
C 0.066 0.531 0.086 -0.62
C 0.341 -0.753 -1.786 -0.37
H -0.854 -1.378 2.161 -0.10
H 0.850 -0.028 1.937 0.10
H 0.047 1.758 1.788 0.14
H -0.591 -1.128 -2.089 0.06
H 1.170 -1.292 -2.244 0.09
N -0.155 1.554 -0.741 -0.24
O 0.520 -0.640 -0.366 -0.09
S -1.597 -0.229 2.023 0.73
S 0.251 1.031 -2.344 0.83
```

---

<b>
ORCA calculation (the ωB97M-V functional and the def2-TZVPD basis) on C3H5NOS2 as an isolated structure.

Results
LUMO energy = -0.54 eV
orbital gap = 8.13 eV
E_HOMO = -0.319 Ha
multiplicity = 1

```
12
Properties=species:S:1:pos:R:3:lowdin_charge:R:1
C 3.493 0.321 0.286 -0.44
C -0.481 1.036 -0.222 -0.25
C -1.299 -0.213 -0.210 -0.87
H 4.395 0.204 -1.059 0.16
H 3.217 1.437 0.736 0.04
H 4.028 -0.602 1.196 0.10
H -1.025 1.945 -0.289 0.07
H -3.550 -0.986 0.058 -0.08
N 0.815 0.873 -0.006 -0.33
O -0.689 -1.284 0.045 -0.13
S 1.764 -0.480 -0.147 0.80
S -2.861 0.186 0.141 0.92
```

---

<a> is preferred energetically. Next in line: 0.1470 hartree higher.

---

<a>
ORCA calculation (the ωB97M-V functional and the def2-TZVPD basis) on a 2-piece molecular cluster, C4H11N2S overall.

Results
LUMO energy = 4.04 eV
orbital gap = 6.73 eV
net charge = -1
E_HOMO = -0.099 Ha
multiplicity = 1

```
18
Properties=species:S:1:pos:R:3:lowdin_charge:R:1
C 0.799 -2.389 -1.096 -0.25
C -1.471 -2.763 -1.144 -0.12
N -0.321 -3.309 -1.010 -0.11
H 0.759 -1.483 -0.488 -0.05
H 1.004 -2.102 -2.172 0.09
H 1.634 -2.937 -0.685 0.04
H -2.382 -3.356 -1.195 0.04
H -1.540 -1.650 -1.295 -0.01
C 0.731 2.244 1.280 -0.40
C -0.170 1.045 1.070 -0.74
S -0.421 0.515 -0.657 0.31
N 0.262 3.415 0.454 -0.06
H 1.779 2.024 1.049 0.08
H 0.766 2.461 2.380 0.09
H -1.143 1.320 1.505 0.03
H 0.220 0.250 1.707 0.04
H -0.704 3.706 0.742 0.06
H 0.197 3.008 -0.444 -0.05
```

---

<b>
ORCA calculation (the ωB97M-V functional and the def2-TZVPD basis) on a 2-piece molecular cluster, C4H11N2S overall.

Results
LUMO energy = 4.09 eV
orbital gap = 6.95 eV
net charge = -1
E_HOMO = -0.105 Ha
multiplicity = 1

```
18
Properties=species:S:1:pos:R:3:lowdin_charge:R:1
C -2.367 -0.943 -1.034 -0.17
C -2.441 0.556 -1.227 -0.40
C -1.063 1.214 -1.388 -0.75
S -0.069 1.107 0.142 0.25
H -1.921 -1.445 -1.900 0.06
H -3.364 -1.374 -0.883 0.05
H -1.768 -1.208 -0.163 0.03
H -3.101 0.779 -2.076 0.09
H -2.901 1.019 -0.350 0.08
H -1.204 2.274 -1.615 0.02
H -0.542 0.777 -2.246 0.04
N 2.790 -0.336 0.764 0.04
C 3.011 -0.196 2.093 -0.43
N 3.724 -1.004 2.786 0.01
H 1.883 0.032 0.414 -0.09
H 3.038 -1.259 0.429 0.08
H 2.526 0.691 2.508 0.11
H 3.769 -0.687 3.746 0.00
```

---

<c>
ORCA calculation (the ωB97M-V functional and the def2-TZVPD basis) on an isolated ion of composition C4H11N2S and charge -1.

Results
LUMO energy = 3.89 eV
orbital gap = 6.27 eV
SMILES string = NCNCCC[S-]
net charge = -1
E_HOMO = -0.087 Ha
multiplicity = 1

```
18
Properties=species:S:1:pos:R:3:lowdin_charge:R:1
C -0.156 0.559 -1.682 -0.25
N 1.212 0.101 -1.481 -0.08
C 1.747 0.446 -0.032 -0.27
N 2.236 1.858 0.085 -0.06
C -1.095 0.447 -0.360 -0.30
C -1.164 -1.015 0.000 -0.87
S -1.479 -1.294 1.722 0.11
H -0.604 0.066 -2.620 0.13
H -0.074 1.501 -1.957 0.02
H 1.170 -0.898 -1.411 0.06
H 1.028 0.201 0.797 0.08
H 2.716 -0.133 0.024 0.11
H 1.431 2.554 0.031 0.07
H 2.540 1.984 1.106 0.08
H -0.608 1.025 0.346 0.02
H -2.033 0.996 -0.665 0.11
H -0.215 -1.224 -0.377 -0.02
H -1.818 -1.702 -0.604 0.06
```

---

<b> is preferred energetically. Next in line: 0.0621 hartree higher.

---

<a>
ORCA calculation (the ωB97M-V functional and the def2-TZVPD basis) on an isolated ion of composition C4H11N2S and charge -1.

Results
LUMO energy = 3.74 eV
orbital gap = 6.28 eV
SMILES string = CNC[C@H](N)C[S-]
net charge = -1
E_HOMO = -0.093 Ha
multiplicity = 1

```
18
Properties=species:S:1:pos:R:3:lowdin_charge:R:1
N -0.993 0.167 1.278 0.00
C -0.049 -0.016 0.159 -0.53
C -0.071 -1.413 -0.456 -0.76
S -1.747 -1.950 -0.940 0.09
C 1.333 0.399 0.654 -0.23
N 1.520 1.858 0.792 -0.13
C 1.669 2.538 -0.488 -0.16
H -1.919 0.048 0.861 0.01
H -0.908 -0.668 1.856 0.06
H -0.365 0.678 -0.631 0.11
H 0.564 -1.380 -1.346 0.03
H 0.387 -2.116 0.249 0.04
H 2.109 0.026 -0.022 0.10
H 1.503 -0.046 1.635 0.10
H 0.683 2.212 1.238 0.08
H 2.397 2.024 -1.114 0.07
H 2.038 3.553 -0.311 0.06
H 0.724 2.635 -1.036 0.07
```

---

<b>
ORCA calculation (the ωB97M-V functional and the def2-TZVPD basis) on an isolated ion of composition C4H11N2S and charge -1.

Results
LUMO energy = 3.53 eV
orbital gap = 6.03 eV
SMILES string = CNC[C@@H](N)C[S-]
net charge = -1
E_HOMO = -0.092 Ha
multiplicity = 1

```
18
Properties=species:S:1:pos:R:3:lowdin_charge:R:1
N 0.401 -1.080 -1.186 -0.03
C -0.085 0.095 -0.321 -0.48
C -1.473 -0.472 0.204 -0.71
S -2.879 0.167 -0.945 -0.03
C 0.895 0.479 0.817 -0.25
N 2.361 0.434 0.463 -0.15
C 3.169 0.383 1.705 -0.18
H 0.944 -0.697 -1.969 0.05
H -0.464 -1.604 -1.533 0.07
H -0.132 1.108 -0.872 0.12
H -1.561 -0.034 1.287 0.05
H -1.548 -1.572 0.408 0.04
H 0.683 1.522 1.097 0.11
H 0.725 -0.299 1.594 0.10
H 2.431 -0.429 -0.202 0.11
H 2.965 -0.469 2.273 0.03
H 4.301 0.211 1.315 0.11
H 3.342 1.210 2.354 0.04
```

---

<a> is preferred energetically. Next in line: 0.0656 hartree higher.

---

<a>
ORCA calculation (the ωB97M-V functional and the def2-TZVPD basis) on the molecule C5H13NS.

Results
LUMO energy = 0.96 eV
orbital gap = 9.14 eV
SMILES string = CCN[C@H](C)CS
E_HOMO = -0.301 Ha
multiplicity = 1

```
20
Properties=species:S:1:pos:R:3:lowdin_charge:R:1
C -0.881 -0.101 -1.827 -0.26
N -0.340 -0.875 -0.727 -0.08
C 0.580 -0.277 0.216 -0.48
C -0.118 -0.004 1.586 -0.50
S 0.736 1.351 2.492 0.67
C 1.933 -1.039 0.417 -0.06
C -1.584 1.218 -1.380 -0.08
H -1.582 -0.788 -2.355 0.12
H -0.048 0.099 -2.479 0.09
H -0.561 -1.834 -0.535 0.11
H 0.945 0.702 -0.102 0.11
H -0.214 -0.892 2.236 0.08
H -1.020 0.580 1.384 0.02
H 0.689 0.612 3.626 -0.14
H 2.456 -1.013 -0.536 0.07
H 1.722 -2.026 0.756 0.06
H 2.589 -0.442 1.068 0.06
H -2.485 1.431 -2.005 0.07
H -0.930 2.074 -1.526 0.06
H -1.887 1.224 -0.310 0.06
```

---

<b>
ORCA calculation (the ωB97M-V functional and the def2-TZVPD basis) on a 2-piece molecular cluster, C5H13NS overall.

Results
LUMO energy = -2.11 eV
orbital gap = 4.91 eV
E_HOMO = -0.258 Ha
multiplicity = 1

```
20
Properties=species:S:1:pos:R:3:lowdin_charge:R:1
C 2.007 -0.686 0.077 -0.06
C 1.377 0.448 -0.672 -0.49
C 0.712 1.275 0.346 -0.14
C -0.694 1.647 0.441 0.01
S -1.324 -1.583 0.480 0.32
C -2.970 -0.749 0.278 -0.62
N 2.421 1.135 -1.494 0.06
H 1.088 -1.299 0.302 0.01
H 2.508 -0.315 0.925 0.07
H 2.728 -1.210 -0.571 0.10
H 0.576 0.278 -1.412 0.15
H -0.398 0.358 0.550 0.07
H 1.338 1.989 0.787 0.12
H -1.112 2.310 -0.327 0.12
H -1.039 2.060 1.433 0.11
H -2.993 -0.074 1.169 -0.01
H -3.931 -1.327 0.173 0.02
H -2.856 -0.012 -0.631 0.02
H 3.359 0.889 -1.189 0.07
H 2.387 2.131 -1.252 0.07
```

---

<a> is preferred energetically. Next in line: 0.2148 hartree higher.